Record 1
{"formula": "C6H11Cl8F5O7P2S", "method": "the ωB97M-V functional and the def2-TZVPD basis", "e_lumo_ha": -0.0332, "multiplicity": 1, "elements": ["Cl", "Cl", "Cl", "Cl", "Cl", "Cl", "Cl", "Cl", "S", "P", "P", "F", "F", "F", "F", "F", "O", "O", "O", "O", "O", "O", "O", "C", "C", "C", "C", "C", "C", "H", "H", "H", "H", "H", "H", "H", "H", "H", "H", "H"], "coordinates": [[1.99726, -2.40647, 4.19136], [-1.86949, 4.94744, 0.83916], [-2.98496, 1.21594, 1.42960], [-9.42260, 5.07594, -1.01671], [-4.41640, 5.72963, -0.36921], [-2.81544, -1.26185, -0.11155], [-7.19214, 4.28259, 0.69853], [-0.21100, -1.60552, 2.46217], [0.75839, -2.49652, 0.05754], [4.65739, -3.07942, 0.77874], [3.12038, -1.33291, -0.66645], [4.35936, -2.50703, -2.74247], [5.50504, -0.71393, -2.55977], [4.61946, 0.29774, -4.63713], [2.89753, -0.93302, -4.72982], [4.86192, -1.71480, -5.05753], [2.25690, -2.65629, -0.81725], [4.56258, -4.34496, -0.19183], [2.46692, -0.41971, 0.21198], [3.56825, -3.13974, 1.93258], [3.35116, -0.61791, -2.12807], [5.94240, -3.12608, 1.37902], [4.58025, -1.66786, -0.08447], [4.12871, -0.88065, -4.38598], [4.33529, -1.18589, -2.86711], [0.67138, -1.26553, 3.95858], [-3.15542, 4.49512, -0.28696], [-3.72263, -0.35690, 1.10628], [-8.53315, 5.41036, 0.47344], [-8.13631, 6.41751, 0.42475], [2.78455, -2.58773, 1.76675], [-3.73996, -0.92970, 2.02577], [3.74148, -4.32618, -0.70438], [-4.73254, -0.20290, 0.74582], [-2.72609, 4.36788, -1.27332], [-9.21132, 5.31830, 1.31296], [-3.59978, 3.56551, 0.04683], [-0.01344, -1.34266, 4.79446], [1.07722, -0.26293, 3.89765], [0.23884, -3.75882, 0.09603]], "forces_ev_per_angstrom": [[-0.19, 0.14, 0.30], [0.02, -0.09, 0.00], [-0.01, 0.00, 0.07], [-0.04, 0.05, 0.01], [0.20, 0.11, -0.14], [-0.01, -0.07, -0.02], [-0.21, -0.11, 0.16], [-0.91, 0.59, 1.07], [0.02, 0.09, -0.22], [1.65, -1.11, 0.86], [0.60, 1.55, -0.24], [-0.15, -1.30, 0.48], [1.65, 0.49, 0.84], [0.20, 2.18, -0.29], [-2.33, -0.34, -0.75], [0.64, -1.79, -1.19], [0.31, -0.96, -0.92], [-1.33, 1.14, -0.23], [-1.39, 1.69, 1.29], [-0.65, 0.59, -1.77], [-0.18, -1.42, 1.53], [2.54, 0.16, 1.04], [-1.98, -1.76, -0.99], [1.40, 0.22, 1.91], [-0.63, 0.56, -2.44], [0.04, 0.03, 0.24], [-0.02, -0.03, -0.05], [-0.08, -0.01, 0.07], [-0.01, 0.03, 0.03], [0.06, -0.02, -0.09], [-0.23, -0.17, 0.37], [0.13, 0.00, 0.01], [-0.03, -0.37, -0.16], [0.04, 0.05, -0.10], [0.04, 0.10, 0.00], [-0.02, -0.10, -0.02], [-0.03, 0.04, 0.09], [-0.04, -0.10, -0.04], [0.04, -0.02, -0.14], [0.89, -0.03, -0.57]], "nbo_charge": [-0.0068, -0.0261, -0.0217, -0.0235, -0.0261, -0.0264, -0.0251, -0.0273, 0.3411, 2.5195, 2.5354, -0.3139, -0.2846, -0.3009, -0.2851, -0.2978, -0.9841, -0.9468, -1.0890, -0.9673, -0.7340, -1.0929, -1.0105, 0.9098, 0.8145, -0.3904, -0.3955, -0.3950, -0.3946, 0.2218, 0.5176, 0.2244, 0.5025, 0.2254, 0.2219, 0.2215, 0.2240, 0.2250, 0.2331, 0.1278]}


Record 2
{"formula": "C7H8N4OS", "method": "the ωB97M-V functional and the def2-TZVPD basis", "relative_energy_kcal_mol": 81.12, "smiles": "CN(C)C(=O)N=C=S.N=C=C=C=N", "e_lumo_ha": 0.0202, "multiplicity": 1, "elements": ["S", "O", "N", "N", "N", "N", "C", "C", "C", "C", "C", "C", "C", "H", "H", "H", "H", "H", "H", "H", "H"], "coordinates": [[-3.48815, -1.04253, -0.66057], [0.10529, -1.62451, 1.57099], [1.24291, -0.93132, -0.26094], [-0.81466, -1.78620, -0.58314], [-0.50595, 0.92144, 2.88931], [-2.05076, 2.31648, -1.48426], [2.45734, -0.47709, 0.47122], [-1.97603, -1.46788, -0.59842], [-1.46229, 1.43665, 0.70655], [0.16740, -1.44573, 0.37628], [-1.15581, 1.09527, 1.88059], [1.10890, -0.44898, -1.65152], [-1.86926, 1.93484, -0.37380], [3.29986, -0.63430, -0.17193], [-0.65969, 0.69925, 3.82385], [2.45020, -1.14470, 1.39154], [0.86167, -1.37230, -2.32003], [2.20677, 0.55432, 0.58359], [-2.49622, 3.21363, -1.81611], [2.11732, -0.20128, -1.96804], [0.46116, 0.40496, -1.80513]], "forces_ev_per_angstrom": [[0.52, -0.40, -0.11], [-0.53, -0.47, -0.28], [0.22, 0.27, -1.18], [-1.22, -0.15, 0.30], [-0.41, 0.73, -1.95], [-1.54, 2.10, -2.83], [-2.56, -1.92, 0.51], [-0.60, 0.13, 0.06], [-0.65, -0.47, -0.12], [1.69, 0.42, 0.20], [2.02, 0.00, 2.42], [0.83, -2.73, -0.72], [0.47, 0.23, 0.50], [0.53, -0.09, -0.10], [-0.59, -0.68, 1.30], [0.46, 1.47, -0.87], [-0.07, 1.91, 1.01], [0.84, 0.93, 1.04], [0.85, -1.61, 0.79], [0.08, 0.35, -0.05], [-0.36, -0.03, 0.10]], "nbo_charge": [0.0494, -0.6054, -0.4243, -0.5519, -0.6379, -0.6807, -0.4103, 0.2962, -0.5537, 0.7797, 0.5282, -0.4233, 0.5169, 0.1990, 0.4122, 0.2438, 0.2213, 0.2064, 0.4195, 0.2026, 0.2124]}


Record 3
{"formula": "C2H7O2", "method": "the ωB97M-V functional and the def2-TZVPD basis", "relative_energy_kcal_mol": 1.83, "charge": -1, "e_lumo_ha": 0.1747, "multiplicity": 1, "elements": ["O", "O", "C", "C", "H", "H", "H", "H", "H", "H", "H"], "coordinates": [[2.21080, 0.84882, -0.22317], [0.08015, 0.72660, 1.09591], [-0.67294, -1.16615, -0.18657], [-0.88158, 0.29545, 0.21279], [-0.54036, -1.76554, 0.71214], [1.40087, 0.81708, 0.45739], [2.38402, 1.77160, -0.40804], [-0.82734, 0.91401, -0.70509], [-1.89963, 0.39782, 0.63674], [0.23027, -1.26935, -0.78810], [-1.48425, -1.57035, -0.80401]], "forces_ev_per_angstrom": [[0.37, -0.22, 0.16], [-0.12, -0.08, 0.37], [0.02, -0.11, -0.42], [0.94, 0.30, 0.36], [-0.11, -0.12, 0.11], [-0.42, 0.01, -0.51], [-0.11, 0.16, 0.07], [-0.40, -0.07, -0.28], [-0.15, 0.05, -0.08], [0.21, 0.11, 0.10], [-0.23, -0.03, 0.12]], "nbo_charge": [-1.0635, -0.9414, -0.6385, -0.0296, 0.1882, 0.5046, 0.4307, 0.0984, 0.0933, 0.1995, 0.1584]}


Record 4
{"formula": "C8H13BrNO", "method": "the ωB97M-V functional and the def2-TZVPD basis", "relative_energy_kcal_mol": 32.39, "smiles": "C=C(O)C[C@H]1CC=C(Br)[N@H+]1C", "charge": 1, "e_lumo_ha": -0.1167, "multiplicity": 1, "elements": ["Br", "O", "N", "C", "C", "C", "C", "C", "C", "C", "C", "H", "H", "H", "H", "H", "H", "H", "H", "H", "H", "H", "H", "H"], "coordinates": [[3.54231, 0.41417, -0.06144], [-1.15442, 0.23370, -2.10020], [0.98164, -0.38153, 1.10004], [-1.47665, -0.07710, 0.21326], [0.09642, -2.01216, -0.45598], [0.85368, 0.99156, 1.58491], [-0.29195, -0.97471, 0.62166], [1.30384, -1.36640, -1.02827], [-1.15927, 2.23265, -0.83564], [-1.19295, 0.90540, -0.92262], [1.89039, -0.57922, -0.11439], [-1.15246, 2.62496, 0.18092], [-1.67748, 0.51685, 1.18514], [1.21768, -0.99391, 1.95241], [1.86466, 1.12094, 2.05568], [-1.27699, 2.95373, -1.62510], [1.85772, -1.67961, -1.99895], [-1.34018, 0.82561, -2.79657], [0.14385, -3.07010, -0.14306], [0.13442, 1.00303, 2.30530], [-2.38914, -0.61817, -0.12828], [0.50889, 1.47005, 0.64172], [-0.66268, -2.02592, -1.15392], [-0.62134, -1.51382, 1.52338]], "forces_ev_per_angstrom": [[-1.24, -0.91, -0.24], [0.09, -1.40, 0.96], [0.36, -2.13, 0.24], [1.03, 2.29, 1.42], [0.29, 0.54, 0.80], [2.86, -0.27, -2.08], [-2.08, -2.85, 0.59], [3.00, -0.76, -0.47], [-0.31, -0.23, 1.42], [-0.50, 0.09, -0.15], [0.28, 0.75, 0.16], [-0.28, 0.20, -0.32], [-0.34, -0.78, -1.79], [0.39, 0.92, -1.81], [-1.05, 1.20, -0.78], [0.42, -0.13, -0.40], [-1.26, 0.75, 1.82], [-0.16, 1.08, -1.52], [0.74, 0.54, 0.24], [-2.04, 0.17, 2.05], [0.89, -0.10, 0.70], [0.96, 0.91, 1.20], [-1.69, 0.05, -1.68], [-0.37, 0.06, -0.37]], "nbo_charge": [0.1696, -0.6934, -0.3893, -0.4734, -0.4654, -0.4279, -0.0274, -0.1601, -0.5046, 0.3021, 0.0292, 0.2071, 0.2321, 0.4435, 0.2462, 0.2352, 0.2873, 0.4949, 0.2556, 0.2170, 0.2839, 0.2611, 0.2537, 0.2229]}


Number 1: total energy -163916.705 eV, HOMO energy -10.176 eV. Number 2: total energy -26228.124 eV, HOMO energy -8.632 eV. Number 3: total energy -6282.612 eV, HOMO energy -2.922 eV. Number 4: total energy -82077.737 eV, HOMO energy -12.718 eV.